No. 1
Formula: C59H64N3P2S2Sb2Ta
Source: the Open Molecules 2025 dataset
Level of theory: ωB97M-V/def2-TZVPD

```
133
Properties=species:S:1:pos:R:3
Ta 0.096 -0.275 -0.208
C 2.575 -1.023 4.480
C 1.626 -1.138 3.285
C 0.232 -0.729 3.752
P 2.143 -0.160 1.766
C 3.994 -0.283 1.903
C 4.502 -1.727 1.847
C 4.812 0.661 1.026
C 1.731 1.497 2.347
C 2.543 2.187 3.248
C 2.052 3.241 4.000
C 0.702 3.545 3.901
C -0.099 2.897 2.975
C 0.424 1.931 2.110
N -0.363 1.335 1.049
C -1.612 2.033 0.768
C -1.673 3.423 0.702
C -2.881 4.073 0.528
C -4.056 3.345 0.392
C -3.990 1.963 0.372
C -2.773 1.298 0.522
P -2.533 -0.489 0.345
C -3.006 -1.240 1.981
C -4.161 -0.496 2.655
C -3.274 -2.752 1.950
C -3.647 -1.140 -0.964
C -5.126 -1.275 -0.580
C -3.112 -2.469 -1.517
H 2.113 -1.553 5.317
H 2.704 0.016 4.795
H 3.552 -1.472 4.320
H 1.601 -2.172 2.943
H 0.289 0.163 4.378
H -0.211 -1.534 4.344
H -0.434 -0.502 2.928
H 4.105 0.046 2.934
H 4.573 -2.095 0.829
H 3.891 -2.421 2.423
H 5.511 -1.754 2.267
H 4.835 0.335 -0.011
H 5.846 0.661 1.385
H 4.450 1.689 1.063
H 3.573 1.888 3.389
H 2.697 3.773 4.689
H 0.261 4.297 4.543
H -1.145 3.154 2.940
H -0.767 4.005 0.801
H -2.899 5.156 0.497
H -5.009 3.849 0.287
H -4.898 1.396 0.232
H -2.117 -1.083 2.582
H -5.107 -0.658 2.134
H -3.987 0.575 2.736
H -4.272 -0.892 3.667
H -4.260 -2.984 1.550
H -3.252 -3.122 2.978
H -2.533 -3.311 1.388
H -3.576 -0.398 -1.743
H -5.288 -1.980 0.233
H -5.660 -1.659 -1.452
H -5.595 -0.330 -0.311
H -2.964 -3.214 -0.734
H -2.168 -2.337 -2.040
H -3.837 -2.879 -2.224
S -0.068 -2.474 0.902
C 0.605 -3.651 -0.200
C 0.924 -4.924 0.273
C 1.450 -5.873 -0.587
C 1.812 -7.169 -0.066
N 2.100 -8.189 0.380
C 1.643 -5.563 -1.944
C 1.300 -4.311 -2.418
C 0.793 -3.350 -1.547
S 0.450 -1.749 -2.137
C 2.257 -6.512 -2.841
N 2.783 -7.246 -3.553
H 0.769 -5.176 1.315
H 1.454 -4.073 -3.463
C -0.139 1.287 -4.559
C 1.157 2.079 -4.526
C 2.297 1.307 -3.898
Sb 2.320 0.894 -1.791
C 3.370 2.611 -1.120
C 2.829 3.429 -0.129
C 3.530 4.546 0.314
C 4.771 4.847 -0.235
C 5.311 4.036 -1.226
C 4.615 2.919 -1.669
C 3.789 -0.613 -2.085
C 4.790 -0.434 -3.040
C 5.693 -1.455 -3.305
C 5.597 -2.666 -2.632
C 4.601 -2.849 -1.685
C 3.701 -1.826 -1.416
Sb -1.230 1.209 -2.708
C -1.301 3.326 -2.500
C -2.374 4.097 -2.937
C -2.316 5.485 -2.838
C -1.194 6.109 -2.305
C -0.117 5.342 -1.877
C -0.179 3.960 -1.974
C -3.113 0.893 -3.661
C -4.296 1.381 -3.102
C -5.495 1.257 -3.790
C -5.521 0.640 -5.037
C -4.348 0.149 -5.590
C -3.144 0.273 -4.906
H 0.029 0.268 -4.915
H -0.870 1.765 -5.209
H 1.015 3.050 -4.053
H 1.441 2.296 -5.561
H 3.240 1.839 -4.018
H 2.394 0.325 -4.360
H 1.866 3.199 0.313
H 3.108 5.174 1.090
H 5.322 5.714 0.112
H 6.277 4.273 -1.655
H 5.065 2.284 -2.424
H 4.886 0.493 -3.590
H 6.470 -1.302 -4.043
H 6.292 -3.467 -2.851
H 4.524 -3.793 -1.157
H 2.921 -1.987 -0.684
H -3.252 3.640 -3.376
H -3.153 6.079 -3.187
H -1.154 7.189 -2.238
H 0.773 5.814 -1.472
H 0.667 3.386 -1.625
H -4.287 1.881 -2.144
H -6.409 1.646 -3.355
H -6.454 0.545 -5.577
H -4.364 -0.333 -6.559
H -2.246 -0.138 -5.351
```

Results
- charge = +2
- E_LUMO (eV) = -6.792
- ΔE to the lowest compared entry with this formula, charge and spin (kJ/mol) = 0.0

***

No. 2
Formula: C59H66I2N10O4
Source: the Open Molecules 2025 dataset
Level of theory: ωB97M-V/def2-TZVPD

```
141
Properties=species:S:1:pos:R:3
C 1.379 -3.751 5.629
C 0.753 -2.731 4.576
N 1.875 -1.977 3.952
C 1.894 -2.052 2.537
C 2.107 -3.396 1.915
C 2.178 -3.567 0.463
I 2.473 -5.620 -0.176
C 2.048 -2.427 -0.507
C 2.162 -2.587 -2.049
I 4.111 -3.379 -2.700
C 0.943 -3.319 -2.735
C 0.937 -2.831 -4.265
C 1.796 -1.116 0.122
C 1.728 -0.938 1.604
C 1.507 0.509 2.168
O 0.910 0.759 3.192
C 2.106 1.640 1.253
O 2.565 2.814 1.887
C 2.155 1.522 -0.106
C 2.717 2.678 -0.991
C 3.220 2.183 -2.414
O 2.489 2.087 -3.372
C 4.728 1.807 -2.593
C 5.716 2.891 -2.760
C 7.161 2.440 -2.871
C 7.511 1.009 -2.826
C 6.488 -0.026 -2.705
C 5.079 0.381 -2.575
C 1.575 0.187 -0.699
O 0.949 0.270 -1.733
H 0.597 -4.117 6.353
H 2.194 -3.236 6.204
H 1.839 -4.651 5.144
H 0.120 -2.014 5.176
H 0.115 -3.281 3.834
H 1.958 -1.023 4.300
H 2.229 -4.255 2.627
H 2.162 -1.541 -2.473
H 0.998 -4.439 -2.678
H -0.011 -2.908 -2.294
H 1.942 -2.389 -4.537
H 0.719 -3.668 -4.981
H 0.145 -2.050 -4.450
H 1.752 3.298 2.141
H 3.548 3.249 -0.509
H 1.870 3.397 -1.208
H 5.431 3.971 -2.799
H 7.956 3.214 -2.977
H 8.590 0.744 -2.911
H 6.696 -1.122 -2.696
H 4.243 -0.354 -2.459
N 6.138 1.949 -5.906
C 7.429 1.672 -6.270
C 7.399 0.965 -7.445
C 6.039 0.810 -7.808
C 5.286 1.428 -6.843
H 5.886 2.448 -5.077
H 8.256 1.999 -5.662
H 8.260 0.599 -7.984
H 5.654 0.303 -8.680
H 4.219 1.543 -6.741
N -2.293 3.234 1.261
C -3.033 3.285 0.107
C -2.506 2.374 -0.772
C -1.410 1.744 -0.126
C -1.305 2.293 1.128
H -2.449 3.796 2.077
H -3.865 3.963 0.012
H -2.867 2.180 -1.770
H -0.776 0.978 -0.533
H -0.617 2.099 1.935
N -3.518 0.163 4.194
C -2.202 0.145 4.570
C -2.139 -0.313 5.862
C -3.467 -0.588 6.278
C -4.295 -0.287 5.227
H -3.861 0.460 3.296
H -1.428 0.461 3.889
H -1.238 -0.439 6.443
H -3.780 -0.965 7.240
H -5.367 -0.353 5.126
N 8.273 -3.319 -0.771
C 9.459 -3.974 -0.970
C 10.463 -3.195 -0.455
C 9.861 -2.027 0.080
C 8.509 -2.133 -0.127
H 7.368 -3.656 -1.053
H 9.485 -4.934 -1.460
H 11.515 -3.437 -0.461
H 10.361 -1.202 0.562
H 7.697 -1.470 0.125
N -4.641 5.825 2.545
C -5.455 6.072 1.472
C -6.258 7.136 1.789
C -5.912 7.551 3.102
C -4.911 6.725 3.540
H -3.954 5.097 2.594
H -5.393 5.470 0.580
H -7.010 7.571 1.149
H -6.349 8.364 3.661
H -4.368 6.699 4.472
N -4.813 -1.957 -4.672
C -4.354 -1.916 -3.383
C -3.141 -1.277 -3.386
C -2.860 -0.913 -4.729
C -3.910 -1.343 -5.498
H -5.679 -2.372 -4.967
H -4.928 -2.346 -2.577
H -2.524 -1.090 -2.521
H -1.986 -0.393 -5.089
H -4.092 -1.266 -6.558
N -8.313 -2.988 -6.920
C -9.156 -2.728 -7.966
C -9.945 -1.662 -7.617
C -9.560 -1.259 -6.313
C -8.549 -2.092 -5.910
H -7.626 -3.721 -6.897
H -9.123 -3.323 -8.864
H -10.714 -1.219 -8.231
H -9.976 -0.448 -5.736
H -7.981 -2.128 -4.994
N -2.161 -5.342 2.999
C -2.269 -6.541 3.651
C -3.100 -6.364 4.728
C -3.513 -5.006 4.723
C -2.920 -4.402 3.645
H -1.610 -5.177 2.175
H -1.747 -7.414 3.293
H -3.381 -7.124 5.439
H -4.171 -4.527 5.431
H -2.971 -3.388 3.282
N -2.583 5.844 6.677
C -2.672 4.636 7.318
C -3.524 4.784 8.382
C -3.972 6.131 8.381
C -3.378 6.758 7.317
H -2.023 6.029 5.864
H -2.122 3.779 6.963
H -3.797 4.011 9.083
H -4.654 6.587 9.081
H -3.449 7.774 6.961
```

Results
- charge = 0
- E_LUMO (eV) = -1.439

***

No. 3
Formula: C59H78BrClGeKN7O2P2Se2Si2
Source: the Open Molecules 2025 dataset
Level of theory: ωB97M-V/def2-TZVPD

```
156
Properties=species:S:1:pos:R:3
K 0.061 0.420 -0.777
Se 3.698 -5.456 -5.053
P 2.271 -3.922 -5.376
C 2.863 -2.714 -6.640
C 2.190 -1.518 -6.911
C 2.633 -0.682 -7.927
C 3.740 -1.027 -8.689
C 4.408 -2.214 -8.429
C 3.972 -3.053 -7.409
C 0.736 -4.590 -6.136
C 0.818 -5.777 -6.859
C -0.302 -6.283 -7.507
C -1.514 -5.610 -7.432
C -1.601 -4.429 -6.710
C -0.482 -3.916 -6.064
C 1.749 -2.974 -3.947
C 1.849 -3.009 -2.547
N 1.184 -1.930 -2.095
N 0.696 -1.271 -3.132
N 1.010 -1.881 -4.252
P 2.750 -3.858 -1.235
Se 1.870 -3.678 0.674
C 2.862 -5.608 -1.666
C 4.029 -6.333 -1.471
C 4.045 -7.699 -1.722
C 2.891 -8.341 -2.150
C 1.717 -7.617 -2.323
C 1.701 -6.254 -2.082
C 4.423 -3.148 -1.335
C 5.261 -3.450 -2.408
C 6.479 -2.799 -2.535
C 6.854 -1.833 -1.607
C 6.012 -1.523 -0.548
C 4.795 -2.183 -0.406
H 1.335 -1.233 -6.315
H 2.105 0.246 -8.113
H 4.082 -0.370 -9.480
H 5.277 -2.490 -9.013
H 4.498 -3.973 -7.192
H 1.761 -6.309 -6.892
H -0.228 -7.211 -8.061
H -2.389 -6.007 -7.932
H -2.543 -3.899 -6.639
H -0.557 -2.994 -5.502
H 4.928 -5.829 -1.138
H 4.960 -8.263 -1.584
H 2.906 -9.406 -2.350
H 0.816 -8.115 -2.659
H 0.790 -5.685 -2.220
H 4.958 -4.184 -3.148
H 7.125 -3.033 -3.372
H 7.797 -1.310 -1.722
H 6.288 -0.754 0.164
H 4.118 -1.919 0.398
C 1.553 2.044 -2.877
Si -0.013 2.518 -3.844
C 0.301 4.240 -4.557
C 0.058 1.400 -5.369
C -1.647 2.479 -2.999
C -1.679 3.422 -1.919
C -2.863 3.979 -1.322
C -2.781 4.944 -0.354
C -1.533 5.390 0.101
C -0.431 4.778 -0.460
N -0.475 3.834 -1.400
Si -3.004 1.373 -3.475
C -4.649 1.676 -2.602
C -3.458 1.379 -5.310
C -2.590 -0.418 -3.102
H 2.328 2.803 -3.023
H 1.949 1.078 -3.208
H 1.360 1.999 -1.809
H 1.250 4.287 -5.108
H 0.326 4.988 -3.762
H -0.510 4.498 -5.247
H 1.080 1.424 -5.772
H -0.625 1.734 -6.157
H -0.169 0.356 -5.121
H -3.829 3.651 -1.666
H -3.693 5.361 0.063
H -1.432 6.145 0.871
H 0.568 5.044 -0.114
H -5.104 2.628 -2.892
H -4.545 1.672 -1.511
H -5.343 0.875 -2.881
H -3.653 2.396 -5.667
H -4.360 0.776 -5.475
H -2.655 0.955 -5.918
H -2.409 -0.531 -2.026
H -1.665 -0.695 -3.616
H -3.375 -1.126 -3.392
C -4.271 -0.585 6.934
C -3.334 -1.222 5.915
C -2.928 -0.255 4.810
C -1.914 -0.827 3.816
Ge -2.573 -2.384 2.831
C -2.162 -4.106 3.678
C -0.732 -4.627 3.487
C 0.336 -3.769 4.163
C 1.743 -4.344 4.029
H -4.540 -1.281 7.733
H -5.195 -0.252 6.454
H -3.807 0.292 7.395
H -3.822 -2.097 5.474
H -2.433 -1.593 6.417
H -2.509 0.648 5.270
H -3.826 0.068 4.271
H -0.984 -1.085 4.330
H -1.666 -0.086 3.063
H -4.122 -2.280 2.773
H -2.874 -4.817 3.252
H -2.397 -4.020 4.746
H -0.500 -4.704 2.419
H -0.663 -5.648 3.884
H 0.083 -3.647 5.223
H 0.317 -2.768 3.727
H 1.796 -5.346 4.467
H 2.482 -3.718 4.536
H 2.039 -4.428 2.981
Cl -2.539 -4.062 0.266
C -1.942 -2.503 0.975
H -2.334 -1.689 0.369
H -0.855 -2.514 0.895
C 4.117 -0.921 3.032
C 3.940 -0.481 4.512
N 2.925 0.571 4.615
C 1.641 0.034 4.139
C 1.792 -0.524 2.695
N 3.140 -0.236 2.188
C 3.360 1.212 2.255
C 3.312 1.684 3.736
H 3.973 -1.999 2.913
H 5.118 -0.677 2.664
H 4.877 -0.098 4.929
H 3.620 -1.318 5.137
H 0.910 0.846 4.163
H 1.307 -0.737 4.839
H 1.076 -0.036 2.038
H 1.643 -1.604 2.647
H 2.579 1.697 1.666
H 4.325 1.440 1.795
H 2.587 2.490 3.864
H 4.285 2.052 4.071
Br -2.875 6.129 3.753
C -3.151 4.494 2.821
C -4.443 4.083 2.548
N -4.708 2.957 1.885
C -3.668 2.220 1.489
C -2.340 2.562 1.728
C -2.075 3.734 2.409
C -1.199 1.656 1.304
O -0.031 2.065 1.473
O -1.535 0.523 0.852
H -5.289 4.680 2.873
H -3.883 1.305 0.949
H -1.048 4.025 2.588
```

Results
- charge = -2
- E_LUMO (eV) = 3.499
- ΔE to the lowest compared entry with this formula, charge and spin (kJ/mol) = 17.7

***

Calculated values (eV) of HOMO-LUMO gap for the records, taken in order: 6.139 6.471 5.052.